{
  "formula": "C17H24N2O3",
  "method": "ωB97M-V/def2-TZVPD",
  "symbols": ["C", "O", "C", "C", "N", "C", "C", "O", "C", "H", "H", "H", "H", "H", "H", "H", "C", "C", "C", "N", "C", "C", "C", "C", "C", "C", "C", "O", "H", "H", "H", "H", "H", "C", "H", "H", "H", "H", "H", "H", "H", "H", "H", "H", "H", "H"],
  "positions_angstrom": [[-6.0212, 0.7432, 0.0834], [-5.2511, -0.3309, 0.5635], [-3.9443, -0.3962, 0.0432], [-3.0071, 0.6889, 0.5963], [-1.6241, 0.3816, 0.2946], [-1.2826, 0.5546, -1.1116], [-0.9362, -0.7838, -1.7881], [0.3733, -1.2530, -1.5513], [1.3621, -0.6137, -2.3195], [1.4651, 0.4469, -2.0702], [2.3017, -1.1178, -2.0991], [1.1441, -0.7039, -3.3915], [-1.5943, -1.5630, -1.3968], [-1.0992, -0.6916, -2.8728], [-2.1231, 0.9998, -1.6561], [-0.4346, 1.2373, -1.2103], [-0.6857, 1.0591, 1.1859], [0.7022, 0.4983, 1.0320], [0.9667, -0.8031, 1.3286], [2.2154, -1.3148, 1.1743], [3.2645, -0.5770, 0.7008], [4.5312, -1.1483, 0.5441], [5.5753, -0.3878, 0.0695], [5.3811, 0.9523, -0.2587], [4.1365, 1.5195, -0.1112], [3.0610, 0.7699, 0.3704], [1.7271, 1.3764, 0.4969], [1.5063, 2.5360, 0.1510], [3.9528, 2.5539, -0.3603], [6.2079, 1.5391, -0.6287], [6.5517, -0.8340, -0.0492], [4.6787, -2.1888, 0.7985], [2.3659, -2.2968, 1.3595], [-0.0747, -1.7340, 1.8537], [-0.2754, -1.5202, 2.9036], [-0.9946, -1.5838, 1.2950], [0.2430, -2.7699, 1.7622], [-1.0322, 0.9113, 2.2129], [-0.6365, 2.1410, 0.9864], [-3.3041, 1.6782, 0.2067], [-3.1311, 0.7028, 1.6821], [-3.9729, -0.3549, -1.0557], [-3.5652, -1.3751, 0.3472], [-6.0251, 0.7678, -1.0135], [-7.0349, 0.5767, 0.4436], [-5.6630, 1.7079, 0.4583]],
  "forces_ev_per_a": [[-0.030, 0.044, 0.007], [-0.002, -0.052, 0.090], [0.193, 0.073, 0.123], [-0.302, -0.184, -0.078], [-0.128, 0.124, 0.054], [0.196, -0.530, -0.195], [-0.166, 0.234, -0.174], [-0.095, -0.176, 0.176], [0.039, 0.042, -0.077], [0.008, 0.021, -0.014], [0.044, 0.058, -0.049], [0.015, -0.001, 0.020], [-0.065, 0.095, -0.081], [0.009, -0.044, 0.019], [0.022, 0.043, 0.018], [-0.044, 0.086, -0.056], [0.097, -0.011, 0.041], [-0.067, 0.274, 0.073], [0.023, 0.262, 0.061], [-0.171, -0.476, 0.106], [0.286, 0.565, -0.176], [0.066, -0.069, -0.005], [-0.108, -0.156, 0.059], [-0.015, 0.190, -0.057], [0.057, -0.052, 0.010], [0.147, -0.211, 0.024], [-0.118, -0.174, 0.115], [0.068, 0.026, -0.054], [-0.038, 0.076, -0.019], [0.060, 0.061, -0.031], [0.062, -0.059, 0.002], [0.032, -0.102, 0.025], [-0.074, 0.190, -0.028], [0.082, -0.063, -0.012], [-0.004, -0.007, 0.077], [-0.035, -0.035, -0.009], [0.009, -0.105, 0.027], [-0.051, 0.046, -0.026], [-0.022, -0.143, 0.111], [0.028, -0.008, 0.086], [-0.026, 0.024, -0.028], [-0.001, -0.050, 0.017], [0.082, 0.077, -0.091], [-0.014, 0.014, 0.007], [-0.017, 0.090, -0.056], [-0.034, -0.007, -0.031]],
  "spin_multiplicity": 1,
  "smiles": "COCCN(CCOC)Cc1c(C)[nH]c2ccccc2c1=O",
  "total_energy_ha": -997.39542,
  "homo_lumo_gap_ev": 8.7
}

---

{
  "formula": "C17H24N2O4",
  "method": "ωB97M-V/def2-TZVPD",
  "symbols": ["C", "C", "H", "H", "O", "C", "O", "N", "C", "C", "H", "H", "C", "C", "O", "N", "C", "C", "C", "C", "C", "C", "H", "H", "O", "C", "C", "H", "H", "H", "H", "H", "H", "H", "H", "C", "H", "C", "H", "H", "H", "H", "H", "H", "H", "H", "H"],
  "positions_angstrom": [[6.3658, -3.3987, -1.9777], [5.7454, -2.0595, -1.6049], [5.9420, -1.3066, -2.3714], [6.1371, -1.7211, -0.6399], [4.3248, -2.1379, -1.5273], [3.8252, -2.6341, -0.3709], [4.5004, -2.9534, 0.5822], [2.4799, -2.7349, -0.4181], [1.7520, -3.0905, 0.7799], [0.6306, -2.0837, 1.0156], [1.0748, -1.0878, 1.0831], [0.1485, -2.3038, 1.9693], [-0.3875, -2.1254, -0.1440], [-0.9303, -0.7144, -0.4045], [-0.7769, -0.1311, -1.4542], [-1.5861, -0.2094, 0.6743], [-2.1631, 1.0581, 0.8430], [-2.1636, 2.0313, -0.1469], [-2.7454, 3.2664, 0.0808], [-3.3390, 3.5557, 1.3043], [-3.3370, 2.5737, 2.2977], [-2.7583, 1.3459, 2.0707], [-2.7651, 0.5994, 2.8529], [-3.7960, 2.8031, 3.2461], [-3.9205, 4.7366, 1.6533], [-4.0516, 5.7668, 0.6950], [-5.1870, 5.5121, -0.2924], [-5.0045, 4.6097, -0.8707], [-5.2777, 6.3553, -0.9717], [-6.1230, 5.3901, 0.2470], [-4.2703, 6.6597, 1.2878], [-3.1036, 5.9286, 0.1673], [-2.7191, 3.9939, -0.7145], [-1.7075, 1.8223, -1.0996], [-1.6561, -0.8035, 1.4883], [0.2586, -2.6839, -1.4179], [-0.2924, -2.3142, -2.2832], [1.7080, -2.2364, -1.5423], [2.1477, -2.6205, -2.4661], [1.7497, -1.1415, -1.5812], [0.2107, -3.7732, -1.4179], [-1.2354, -2.7635, 0.1287], [1.3403, -4.1025, 0.6869], [2.4660, -3.0857, 1.6067], [6.1656, -4.1253, -1.1942], [7.4406, -3.2851, -2.0878], [5.9473, -3.7608, -2.9139]],
  "forces_ev_per_a": [[-0.323, 0.262, 0.114], [0.538, -0.071, 0.115], [-0.027, -0.062, 0.120], [-0.057, 0.027, -0.201], [-0.353, -0.051, 0.040], [0.000, -0.037, -0.081], [0.386, -0.029, 0.196], [-0.096, -0.001, -0.089], [0.057, -0.024, 0.406], [0.106, -0.236, -0.019], [0.003, 0.010, 0.076], [0.014, 0.070, 0.046], [0.001, 0.082, -0.311], [-0.047, -0.642, 0.298], [0.048, 0.246, -0.259], [-0.101, -0.116, 0.346], [-0.093, 0.369, -0.111], [0.111, -0.235, -0.049], [-0.201, 0.339, 0.231], [0.082, -0.215, 0.029], [-0.040, 0.187, -0.129], [0.042, 0.037, -0.158], [-0.006, -0.075, 0.097], [-0.054, 0.020, 0.116], [-0.004, -0.168, 0.194], [-0.161, 0.239, -0.314], [0.282, -0.079, 0.302], [-0.026, -0.043, -0.090], [-0.028, 0.082, -0.102], [-0.094, 0.005, 0.019], [0.105, -0.090, -0.121], [-0.050, 0.005, 0.102], [-0.032, 0.089, -0.055], [0.008, -0.008, -0.016], [0.091, -0.006, -0.205], [0.007, 0.190, 0.025], [0.044, -0.097, 0.021], [-0.083, 0.118, -0.479], [-0.109, 0.113, 0.067], [-0.012, -0.080, -0.083], [-0.019, -0.028, 0.001], [0.039, 0.057, 0.023], [0.028, 0.034, 0.092], [-0.158, -0.062, -0.110], [0.035, -0.069, 0.037], [0.134, -0.016, -0.029], [0.014, -0.043, -0.103]],
  "spin_multiplicity": 1,
  "smiles": "CCOC(=O)N1CCC(C(=O)Nc2ccc(OCC)cc2)CC1",
  "total_energy_ha": -1072.70695,
  "homo_lumo_gap_ev": 8.6
}

---

{
  "formula": "C17H24N2O4S",
  "method": "ωB97M-V/def2-TZVPD",
  "symbols": ["C", "H", "H", "C", "C", "C", "O", "N", "C", "H", "C", "H", "O", "C", "H", "C", "H", "H", "H", "H", "H", "H", "S", "C", "N", "C", "C", "C", "C", "C", "O", "O", "C", "C", "H", "H", "H", "C", "H", "H", "H", "H", "H", "H", "H", "H", "H", "H"],
  "positions_angstrom": [[-4.0995, -1.8404, 1.6126], [-4.5200, -1.1515, 2.3434], [-4.8589, -2.5718, 1.3496], [-3.6349, -1.0979, 0.3694], [-2.5845, -0.0454, 0.6913], [-2.0885, 0.6620, -0.5602], [-2.0069, 0.0562, -1.6162], [-1.7315, 1.9607, -0.4611], [-1.6785, 2.8073, 0.7110], [-1.9522, 2.2663, 1.6129], [-0.2537, 3.3538, 0.8890], [-0.2291, 4.0809, 1.7021], [0.1859, 4.0334, -0.2659], [0.1828, 3.1586, -1.3704], [0.5560, 3.7293, -2.2224], [-1.2306, 2.6411, -1.6424], [-1.2367, 1.9320, -2.4705], [-1.8913, 3.4856, -1.8707], [0.8474, 2.3059, -1.1717], [0.4210, 2.5190, 1.1127], [-2.3730, 3.6449, 0.5626], [-2.9754, 0.6415, 1.4417], [-1.0536, -0.7011, 1.4859], [-0.3897, -1.7018, 0.1853], [-1.1942, -2.6286, -0.2974], [-0.7590, -3.4365, -1.2427], [0.5398, -3.4021, -1.7273], [1.3984, -2.4490, -1.2094], [0.9387, -1.5617, -0.2395], [1.8317, -0.4847, 0.2551], [1.4670, 0.6171, 0.5873], [3.1041, -0.8787, 0.2600], [4.0888, 0.0751, 0.6949], [5.2798, -0.7209, 1.2067], [6.0378, -0.0432, 1.5880], [4.9697, -1.3909, 2.0042], [5.7047, -1.3133, 0.4004], [4.4619, 0.9962, -0.4620], [5.2230, 1.7006, -0.1391], [3.5897, 1.5548, -0.7936], [4.8472, 0.4130, -1.2955], [3.6440, 0.6685, 1.5045], [2.4167, -2.3669, -1.5588], [0.8664, -4.0931, -2.4878], [-1.4846, -4.1491, -1.6120], [-4.4764, -0.5814, -0.1009], [-3.2202, -1.7987, -0.3545], [-3.2619, -2.3605, 2.0701]],
  "forces_ev_per_a": [[0.043, 0.087, -0.223], [-0.077, 0.024, 0.146], [-0.102, -0.077, 0.038], [-0.088, -0.051, 0.011], [0.332, -0.397, -0.192], [-0.283, 0.096, 0.161], [-0.055, -0.263, -0.133], [0.078, 0.348, -0.186], [0.272, 0.200, 0.239], [-0.035, 0.026, -0.033], [-0.241, -0.159, 0.266], [-0.038, -0.065, 0.010], [0.046, 0.235, 0.046], [-0.220, -0.192, -0.323], [-0.022, -0.071, 0.006], [0.362, 0.032, -0.219], [-0.012, 0.137, 0.071], [0.043, -0.028, -0.029], [-0.043, 0.070, -0.072], [-0.106, 0.118, 0.027], [0.031, -0.057, 0.111], [0.060, 0.004, -0.029], [-0.231, 0.134, 0.417], [0.284, 0.308, 0.104], [-0.174, -0.262, 0.186], [0.234, -0.146, -0.214], [0.033, 0.131, 0.012], [-0.099, -0.040, 0.081], [-0.294, -0.249, -0.183], [-0.191, 0.410, 0.051], [0.285, -0.161, -0.092], [0.197, -0.348, -0.039], [0.408, 0.529, 0.173], [-0.453, 0.050, -0.112], [0.088, 0.064, 0.031], [0.023, -0.060, 0.089], [0.100, -0.069, -0.077], [-0.300, -0.216, 0.221], [0.097, 0.085, 0.014], [-0.026, 0.069, -0.037], [0.082, -0.052, -0.076], [0.091, -0.154, -0.167], [0.060, -0.032, -0.006], [0.017, -0.061, -0.070], [0.022, -0.112, -0.105], [-0.021, 0.018, -0.042], [-0.205, 0.231, 0.070], [0.029, -0.083, 0.077]],
  "spin_multiplicity": 1,
  "smiles": "CC[C@@H](Sc1ncccc1C(=O)OC(C)C)C(=O)N1CCOCC1",
  "total_energy_ha": -1470.87054,
  "homo_lumo_gap_ev": 8.8
}

---

{
  "formula": "C17H24N3O2P2STc",
  "method": "ωB97M-V/def2-TZVPD",
  "symbols": ["Tc", "C", "P", "C", "C", "C", "C", "C", "C", "C", "P", "C", "C", "H", "H", "H", "H", "H", "H", "H", "H", "H", "H", "H", "H", "H", "H", "H", "H", "O", "N", "C", "C", "N", "C", "N", "O", "S", "C", "C", "C", "C", "H", "H", "H", "H", "H", "H", "H", "H"],
  "positions_angstrom": [[0.0356, -0.4232, 0.3359], [-2.8489, 1.3903, 1.2319], [-1.3422, 1.4558, 0.2423], [-0.4970, 2.9958, 0.6667], [-1.8594, 1.6905, -1.5247], [-2.5609, 2.8441, -1.9809], [-2.8787, 3.0364, -3.3605], [-2.5188, 2.0847, -4.2770], [-1.8561, 0.9233, -3.8329], [-1.5280, 0.7207, -2.4420], [-0.8421, -0.8548, -1.7828], [0.2498, -1.5741, -3.0244], [-2.3333, -1.8876, -1.7608], [-3.4270, 2.3067, 1.0983], [-2.5679, 1.3084, 2.2834], [-3.4595, 0.5273, 0.9670], [-1.1565, 3.8525, 0.5188], [0.4063, 3.1126, 0.0698], [-0.2217, 2.9538, 1.7218], [-2.8740, 3.6059, -1.2743], [-3.4034, 3.9349, -3.6616], [-2.7380, 2.2056, -5.3303], [-1.5862, 0.1702, -4.5651], [-0.2788, -1.7424, -3.9641], [0.5764, -2.5465, -2.6492], [1.1311, -0.9567, -3.1964], [-2.7383, -1.9656, -2.7716], [-3.0841, -1.4650, -1.0932], [-2.0820, -2.8849, -1.4002], [-0.6383, -1.9138, 1.1514], [-1.6359, -2.8462, 1.2790], [-1.2689, -3.7838, 2.0793], [0.0496, -3.7760, 2.6653], [1.1219, -3.6344, 3.0472], [-2.1894, -4.8476, 2.3388], [-2.9197, -5.7064, 2.5520], [1.7039, 0.4899, 0.8615], [3.2655, 0.2421, 0.6067], [4.0296, 1.4664, 1.7162], [4.8981, 0.6695, 2.6894], [4.1237, -0.6046, 3.0094], [3.7006, -1.1733, 1.6592], [3.1760, 1.9324, 2.2128], [4.5550, 2.2001, 1.1087], [5.0962, 1.2740, 3.5734], [5.8604, 0.4327, 2.2330], [3.2482, -0.3923, 3.6251], [4.7323, -1.3340, 3.5413], [2.8491, -1.8564, 1.6761], [4.5259, -1.6571, 1.1306]],
  "forces_ev_per_a": [[0.262, -0.207, 0.315], [-0.029, -0.041, -0.045], [0.022, 0.153, -0.210], [-0.031, -0.023, 0.021], [0.130, -0.172, -0.056], [0.033, -0.057, -0.006], [0.017, -0.055, -0.087], [-0.015, 0.008, 0.029], [-0.066, 0.112, -0.045], [-0.140, 0.229, 0.320], [-0.078, -0.079, -0.096], [0.033, 0.061, -0.030], [0.011, -0.007, -0.017], [-0.023, -0.014, 0.008], [0.016, 0.012, 0.002], [-0.001, 0.001, -0.008], [0.014, 0.016, 0.014], [-0.004, 0.013, -0.012], [0.000, -0.002, 0.001], [-0.011, 0.003, -0.007], [0.005, 0.005, 0.008], [-0.006, 0.012, 0.010], [0.015, -0.012, 0.010], [0.019, -0.006, -0.003], [-0.013, -0.002, 0.004], [-0.014, 0.024, -0.004], [-0.018, -0.024, 0.013], [0.004, -0.005, 0.000], [0.039, -0.019, -0.008], [-0.280, -0.058, 0.176], [0.059, 0.050, -0.068], [0.031, -0.059, -0.079], [-0.051, 0.041, 0.044], [0.015, -0.015, -0.026], [-0.006, 0.015, 0.031], [0.000, -0.004, -0.008], [0.085, 0.112, -0.264], [-0.043, -0.006, 0.081], [-0.011, -0.025, -0.003], [-0.004, 0.002, -0.007], [0.013, -0.014, -0.011], [-0.030, 0.026, -0.008], [0.014, 0.020, -0.009], [0.011, -0.005, 0.001], [-0.001, -0.007, 0.007], [0.005, 0.004, 0.008], [0.001, 0.019, -0.002], [-0.003, -0.002, 0.010], [0.014, -0.023, -0.006], [0.009, 0.006, 0.009]],
  "spin_multiplicity": 4,
  "charge": 3,
  "s_squared": 3.786,
  "total_energy_ha": -2137.44752,
  "homo_lumo_gap_ev": [7.9, 4.7]
}

---

Energy relative to the best compared isomer or geometry (same formula, charge and spin) readings, ordered: 267.50 62.41 104.07 64.48 kJ/mol